<a>
9
Properties=species:S:1:pos:R:3:mulliken_charge:R:1 method="wB97M-V/def2-TZVPD" orbital_gap_ev=8.15 total_charge=0 smiles=CP(I)SO
C -0.557 1.039 -0.711 -0.89
O 2.099 -1.249 0.236 -0.44
P -1.096 -0.559 0.090 0.09
S 0.955 -1.014 1.361 -0.03
I -2.737 0.258 1.652 -0.04
H -1.293 1.772 -0.704 0.38
H -0.085 0.782 -1.768 0.28
H 0.395 1.171 -0.215 0.31
H 2.319 -2.201 0.059 0.34

***

<b>
9
Properties=species:S:1:pos:R:3:mulliken_charge:R:1 method="wB97M-V/def2-TZVPD" orbital_gap_ev=7.81 total_charge=0
C 0.851 1.740 -0.010 -0.94
O -0.060 -3.060 -0.370 -0.48
P -0.550 -0.023 -1.012 0.07
S -0.422 -1.559 0.417 0.07
I -2.536 0.900 0.003 0.01
H 1.869 1.836 -0.209 0.32
H 0.639 1.389 0.987 0.31
H 0.119 2.509 -0.170 0.32
H 0.092 -3.733 0.363 0.33

***

Stability ranking, top and bottom: <a> is the most stable and <b> is the least stable.

***

<a>
14
Properties=species:S:1:pos:R:3:mulliken_charge:R:1 method="wB97M-V/def2-TZVPD" orbital_gap_ev=9.21 total_charge=+1
N -2.714 -0.482 -0.591 -0.41
H -1.740 -0.257 -0.316 0.11
H -3.339 -0.259 0.188 0.39
H -2.943 0.073 -1.416 0.42
H -2.768 -1.481 -0.797 0.39
C 2.270 0.323 0.867 -1.19
C 0.901 -0.128 0.401 -0.47
S 0.150 1.111 -0.733 -0.29
H 2.212 1.324 1.289 0.35
H 3.029 0.314 0.097 0.34
H 2.635 -0.307 1.676 0.33
H 1.018 -1.017 -0.190 0.40
H 0.243 -0.253 1.247 0.45
H 1.047 1.037 -1.722 0.19

***

<b>
14
Properties=species:S:1:pos:R:3:mulliken_charge:R:1 method="wB97M-V/def2-TZVPD" orbital_gap_ev=9.37 total_charge=+1
N 0.108 1.702 1.670 -0.42
H -0.658 2.253 1.289 0.39
H -0.277 1.086 2.383 0.39
H 0.787 2.333 2.086 0.38
H 0.553 1.132 0.846 0.09
C -0.611 0.048 -1.725 -0.85
S 0.821 -0.230 -0.652 -0.13
C 0.502 -1.955 -0.100 -0.80
H -0.383 -0.419 -2.677 0.33
H -1.519 -0.356 -1.319 0.32
H -0.718 1.115 -1.894 0.34
H -0.333 -1.911 0.585 0.29
H 1.364 -2.245 0.499 0.34
H 0.364 -2.555 -0.991 0.31

***

<c>
14
Properties=species:S:1:pos:R:3:mulliken_charge:R:1 method="wB97M-V/def2-TZVPD" orbital_gap_ev=10.54 total_charge=+1
N 0.219 1.937 1.044 -0.57
H 0.625 2.067 1.964 0.36
H 0.100 0.711 0.872 0.21
H -0.667 2.392 0.852 0.36
H 0.920 2.175 0.345 0.38
C -1.472 -0.810 -0.384 -0.88
S 0.034 -0.991 0.613 -0.07
C 1.221 -1.253 -0.724 -0.78
H -1.747 -1.760 -0.836 0.34
H -1.347 -0.023 -1.125 0.35
H -2.304 -0.569 0.283 0.34
H 2.223 -1.032 -0.344 0.34
H 1.156 -2.295 -1.025 0.32
H 1.040 -0.549 -1.532 0.31

***

Stability ranking, top and bottom: <b> is the most stable and <a> is the least stable.

***

<a>
17
Properties=species:S:1:pos:R:3:mulliken_charge:R:1 method="wB97M-V/def2-TZVPD" orbital_gap_ev=5.71 total_charge=-1 smiles=C[C@@H](CS)NC[O-]
C 1.080 0.294 -1.547 -1.25
C 0.431 0.099 -0.140 0.75
C 0.783 -1.286 0.444 -0.85
S -0.255 -2.656 -0.331 -0.29
N 0.416 1.299 0.694 -0.49
C -0.997 1.886 0.814 -0.20
O -0.971 3.164 0.940 -0.81
H 0.378 0.416 -2.367 0.24
H 1.808 -0.483 -1.818 0.34
H 1.794 1.090 -1.286 0.40
H -0.626 -0.139 -0.316 -0.17
H 0.562 -1.342 1.504 0.41
H 1.748 -1.726 0.158 0.34
H -1.307 -2.017 -0.849 0.12
H 0.892 2.003 0.143 0.26
H -1.590 1.203 1.546 0.15
H -1.596 1.472 -0.107 0.05

***

<b>
17
Properties=species:S:1:pos:R:3:mulliken_charge:R:1 method="wB97M-V/def2-TZVPD" orbital_gap_ev=5.78 total_charge=-1 smiles=N[C@H](C[O-])CCS
C 0.639 0.828 1.793 -0.50
O 1.920 1.008 2.130 -0.91
C 0.486 0.290 0.334 0.22
C -0.935 -0.268 0.084 -0.94
C -1.139 -0.579 -1.381 -0.66
S -1.383 0.915 -2.384 -0.28
N 1.528 -0.706 0.045 -0.82
H 0.056 1.792 1.769 0.18
H 0.003 0.126 2.405 0.17
H 0.665 1.093 -0.368 0.34
H -1.714 0.418 0.408 0.28
H -0.819 -1.153 0.697 0.39
H -0.361 -1.174 -1.868 0.35
H -1.903 -1.345 -1.527 0.41
H -0.694 0.492 -3.449 0.11
H 1.372 -1.481 0.697 0.30
H 2.278 -0.256 0.616 0.36

***

<c>
17
Properties=species:S:1:pos:R:3:mulliken_charge:R:1 method="wB97M-V/def2-TZVPD" orbital_gap_ev=5.60 total_charge=-1 smiles=[O-]CNCCCS
C -0.033 -0.500 -0.531 -0.65
N -1.275 0.293 -0.539 -0.41
C -2.072 0.456 -2.000 -0.25
O -2.780 1.490 -2.097 -0.75
C 1.244 -0.289 0.241 -0.66
C 0.854 -0.027 1.662 -0.42
S 2.375 -0.216 2.704 -0.29
H 0.361 -0.563 -1.585 0.24
H -0.175 -1.590 -0.179 0.21
H -0.854 1.227 -0.620 0.17
H -2.671 -0.457 -1.871 0.18
H -1.337 0.122 -2.762 0.15
H 1.860 -1.251 0.016 0.31
H 2.018 0.547 0.016 0.34
H 0.445 0.950 1.823 0.32
H 0.055 -0.678 1.951 0.41
H 1.986 0.485 3.770 0.10

***

Stability ranking, top and bottom: <b> is the most stable and <c> is the least stable.

***

<a>
12
Properties=species:S:1:pos:R:3:mulliken_charge:R:1 method="wB97M-V/def2-TZVPD" orbital_gap_ev=9.76 total_charge=0 smiles=CCS.S
S -3.153 2.288 0.489 -0.27
H -2.592 1.312 -0.226 0.12
H -4.389 1.945 0.142 0.14
C 1.001 0.039 0.621 -0.91
C 1.297 -0.618 -0.729 -0.31
S 2.283 -2.151 -0.577 -0.23
H 1.852 0.610 0.973 0.31
H 0.741 -0.746 1.340 0.33
H 0.103 0.648 0.579 0.13
H 0.355 -0.866 -1.203 0.29
H 1.901 0.025 -1.357 0.31
H 2.292 -2.237 0.758 0.10

***

<b>
12
Properties=species:S:1:pos:R:3:mulliken_charge:R:1 method="wB97M-V/def2-TZVPD" orbital_gap_ev=9.88 total_charge=0 smiles=CS.CS
C -1.907 -1.012 0.092 -0.56
S -2.001 0.321 -1.220 -0.18
H -2.220 -0.381 0.976 0.21
H -2.627 -1.847 -0.115 0.30
H -0.866 -1.273 0.449 0.15
H -1.155 -0.221 -2.003 0.08
C 2.093 1.282 0.545 -0.63
S 1.856 -0.436 0.950 -0.24
H 3.160 1.580 0.796 0.26
H 1.767 1.468 -0.478 0.27
H 1.346 1.773 1.161 0.22
H 1.808 -0.890 -0.293 0.11

***

Stability ranking, top and bottom: <a> is the most stable and <b> is the least stable.

***

<a>
21
Properties=species:S:1:pos:R:3:mulliken_charge:R:1 method="wB97M-V/def2-TZVPD" orbital_gap_ev=9.39 total_charge=0 smiles=NCN.O.O.O.O
N 0.991 -2.573 0.816 -0.51
C 0.751 -1.144 0.807 -0.14
N -0.616 -0.841 0.515 -0.56
H 1.573 -3.034 1.488 0.15
H 0.957 -3.050 -0.068 0.19
H 1.048 -0.801 1.805 0.35
H 1.417 -0.645 0.099 0.18
H -0.906 -0.485 -0.379 0.18
H -1.360 -1.406 0.883 0.17
H -1.896 3.437 0.057 0.31
H -0.949 2.561 0.904 0.40
O -1.008 3.065 0.056 -0.71
H -1.341 0.987 2.872 0.29
H -0.517 0.614 1.654 0.48
O -0.819 1.394 2.166 -0.78
H -0.410 1.783 -1.092 0.35
H 0.773 1.858 -2.035 0.26
O 0.271 1.225 -1.517 -0.61
H 0.589 -0.833 -2.384 0.31
H 1.513 -1.914 -2.895 0.31
O 0.612 -1.778 -2.589 -0.62

***

<b>
21
Properties=species:S:1:pos:R:3:mulliken_charge:R:1 method="wB97M-V/def2-TZVPD" orbital_gap_ev=10.43 total_charge=0 smiles=NCN.O.O.O.O
N -0.780 -1.330 0.432 -0.58
C -1.258 -0.061 1.008 -0.12
N -0.736 0.327 2.303 -0.64
H -1.347 -2.122 0.716 0.23
H 0.148 -1.454 0.814 0.19
H -2.344 -0.125 1.019 0.45
H -0.952 0.742 0.338 0.07
H 0.260 0.183 2.364 0.23
H -1.237 -0.113 3.056 0.21
H 1.229 -0.031 -1.165 0.28
H 1.642 1.210 -0.422 0.34
O 1.782 0.245 -0.423 -0.65
H -0.612 3.226 0.622 0.31
H -0.243 2.358 1.815 0.36
O 0.139 2.980 1.172 -0.67
H 2.710 -1.837 -2.129 0.31
H 3.256 -0.491 -2.587 0.33
O 3.273 -1.434 -2.796 -0.62
H -1.085 -0.406 -1.668 0.32
H -2.096 -1.366 -2.106 0.32
O -1.751 -0.502 -2.363 -0.67

***

Stability ranking, top and bottom: <a> is the most stable and <b> is the least stable.

***

<a>
7
Properties=species:S:1:pos:R:3:mulliken_charge:R:1 method="wB97M-V/def2-TZVPD" orbital_gap_ev="8.85 / 9.01" total_charge=0
C 0.324 0.325 0.215 -0.12
N 0.496 -1.050 -0.040 -0.46
N -0.948 0.450 -0.638 -0.23
Cl -2.219 -0.019 0.173 0.02
H 0.063 0.568 1.210 0.32
H 1.137 0.992 -0.104 0.25
H 1.148 -1.266 -0.818 0.23

***

<b>
7
Properties=species:S:1:pos:R:3:mulliken_charge:R:1 method="wB97M-V/def2-TZVPD" orbital_gap_ev=11.31 total_charge=0 smiles=ClC1NN1
C 0.227 -0.467 -0.007 0.20
N -0.799 0.319 0.427 -0.38
N 0.350 1.035 -0.151 -0.40
Cl 0.239 -1.335 -1.545 -0.18
H 0.851 -1.052 0.728 0.26
H -1.622 0.210 -0.160 0.26
H 0.755 1.290 0.707 0.25

***

Stability ranking, top and bottom: <b> is the most stable and <a> is the least stable.

***

<a>
90
Properties=species:S:1:pos:R:3:mulliken_charge:R:1 method="wB97M-V/def2-TZVPD" orbital_gap_ev=9.61 total_charge=0
C 0.252 0.095 -0.050 1.92
O 1.118 1.177 -0.070 0.02
H -0.739 0.524 -0.170 -0.60
H 0.366 -0.495 0.850 -0.50
H 0.407 -0.567 -0.873 -0.31
H 1.329 1.405 -0.991 0.20
C -2.455 -0.944 1.437 0.14
O -1.934 -2.152 1.954 -0.69
H -3.520 -0.938 1.727 0.30
H -2.415 -1.056 0.354 -0.37
H -1.931 -0.067 1.812 0.19
H -1.478 -1.950 2.765 0.41
C -0.869 2.503 2.232 1.08
O -1.431 2.944 3.455 -0.67
H -0.236 3.336 1.822 0.06
H -1.681 2.288 1.586 -0.28
H -0.254 1.671 2.421 -0.26
H -2.208 2.430 3.634 0.33
C 3.508 -1.549 -0.438 -0.12
O 3.919 -1.562 -1.768 -0.55
H 3.641 -0.515 -0.044 -0.01
H 3.983 -2.247 0.188 0.48
H 2.446 -1.786 -0.349 -0.16
H 3.710 -2.385 -2.153 0.35
C -4.168 2.122 0.121 -0.83
O -3.117 1.428 -0.424 -0.78
H -4.000 3.219 0.352 0.18
H -4.433 1.649 1.095 0.20
H -4.952 2.075 -0.557 0.44
H -3.423 0.605 -0.812 0.41
C 1.205 -3.647 2.220 -0.73
O 1.254 -3.457 3.582 -0.68
H 2.211 -3.610 1.865 0.33
H 0.618 -2.883 1.697 0.32
H 0.882 -4.634 1.984 0.39
H 1.779 -2.690 3.759 0.38
C -0.081 0.274 -3.629 -0.12
O 1.199 -0.165 -3.206 -0.59
H -0.487 0.775 -2.741 -0.21
H -0.789 -0.474 -3.979 0.18
H -0.058 0.983 -4.472 0.35
H 1.634 0.589 -2.806 0.27
C 2.440 4.335 -0.130 -0.37
O 1.367 4.391 -1.038 -0.70
H 3.410 4.477 -0.686 0.25
H 2.465 3.362 0.335 0.03
H 2.215 5.071 0.644 0.33
H 0.533 3.999 -0.709 0.64
C -1.781 4.505 -0.996 -0.91
O -1.115 3.263 -0.646 -0.36
H -2.524 4.768 -0.267 0.30
H -2.239 4.496 -1.977 0.29
H -1.036 5.294 -1.091 0.42
H -1.728 2.550 -0.571 0.00
C -2.622 -1.342 -2.198 -0.21
O -3.831 -0.693 -1.856 -0.56
H -1.801 -0.847 -1.729 -0.42
H -2.472 -1.420 -3.259 0.60
H -2.588 -2.291 -1.770 0.31
H -4.500 -0.775 -2.554 0.30
C -1.258 -0.393 4.582 -0.90
O -0.302 -0.769 3.650 -0.31
H -1.142 0.685 4.730 0.27
H -1.218 -0.875 5.504 0.41
H -2.243 -0.547 4.216 0.33
H 0.521 -0.718 4.166 0.28
C 2.347 -0.474 2.468 0.02
O 2.452 -0.917 3.776 -0.60
H 1.570 0.312 2.345 0.23
H 2.073 -1.232 1.744 -0.52
H 3.329 -0.122 2.185 0.46
H 3.057 -0.347 4.297 0.29
C 3.338 1.787 -2.249 -0.63
O 2.005 2.248 -2.318 -0.80
H 3.560 1.080 -3.076 0.27
H 3.414 1.323 -1.271 0.15
H 4.175 2.468 -2.302 0.43
H 1.936 3.162 -1.936 0.44
C 0.626 -3.154 -3.460 -0.31
O 1.967 -2.793 -3.328 -0.59
H 0.030 -2.559 -2.792 -0.27
H 0.409 -4.205 -3.309 0.37
H 0.306 -2.812 -4.455 0.28
H 1.926 -1.846 -3.370 0.50
C -0.993 -4.435 -0.590 -0.94
O -0.545 -3.164 -0.312 -0.20
H -1.957 -4.480 -1.054 0.31
H -1.020 -5.134 0.247 0.34
H -0.270 -4.828 -1.302 0.27
H -1.115 -2.754 0.358 0.01

***

<b>
90
Properties=species:S:1:pos:R:3:mulliken_charge:R:1 method="wB97M-V/def2-TZVPD" orbital_gap_ev=8.76 total_charge=0
C -7.751 -0.378 -5.159 -0.34
O -8.722 0.470 -5.731 -0.66
H -7.891 -0.519 -4.066 0.32
H -6.770 0.055 -5.415 0.37
H -7.998 -1.310 -5.722 -0.08
H -8.443 0.449 -6.639 0.41
C -10.089 -2.351 -11.719 0.07
O -8.835 -2.254 -12.297 -0.48
H -10.114 -2.814 -10.719 -0.59
H -10.758 -2.977 -12.416 0.45
H -10.603 -1.415 -11.509 0.17
H -8.994 -2.569 -13.175 0.33
C -11.090 -1.105 -4.695 0.21
O -10.486 -0.073 -3.947 -0.67
H -10.227 -1.600 -5.117 -0.45
H -11.847 -0.801 -5.393 0.33
H -11.561 -1.827 -4.008 0.15
H -9.670 0.126 -4.480 0.44
C -10.648 -6.646 -8.440 -0.75
O -11.869 -6.244 -7.831 -0.66
H -9.967 -5.865 -8.680 -0.02
H -10.807 -7.228 -9.319 0.53
H -10.160 -7.384 -7.873 0.42
H -12.392 -5.677 -8.368 0.10
C -9.987 -3.434 -7.313 -0.02
O -10.648 -4.244 -6.416 2.53
H -10.531 -2.554 -7.538 -0.05
H -9.821 -3.880 -8.259 -0.17
H -9.032 -3.188 -6.853 -0.76
H -11.294 -4.745 -6.849 -0.63
C -13.441 -2.587 -6.823 -0.43
O -13.668 -3.830 -6.254 -0.43
H -12.437 -2.251 -6.920 -0.20
H -14.034 -1.791 -6.352 0.40
H -13.848 -2.708 -7.764 0.39
H -14.587 -3.927 -6.167 0.26
C -13.084 -4.950 -2.963 -0.93
O -12.157 -4.330 -3.787 -0.23
H -13.548 -4.272 -2.235 0.25
H -12.507 -5.732 -2.471 0.31
H -13.911 -5.363 -3.535 0.31
H -12.499 -4.215 -4.660 0.07
C -8.799 -3.626 -3.735 0.08
O -7.790 -4.291 -3.027 -0.62
H -8.978 -2.621 -3.454 0.44
H -9.644 -4.219 -3.503 0.15
H -8.559 -3.776 -4.801 -0.43
H -8.004 -4.590 -2.157 0.34
C -7.479 -3.554 -9.582 0.13
O -6.777 -2.627 -10.382 -0.61
H -8.487 -3.842 -9.945 0.03
H -7.478 -3.258 -8.546 -0.52
H -6.882 -4.447 -9.531 0.48
H -7.369 -2.584 -11.171 0.48
C -13.381 -8.145 -4.549 -0.45
O -13.741 -7.336 -5.669 -0.58
H -14.221 -8.584 -4.000 0.30
H -12.880 -7.376 -3.958 0.07
H -12.698 -8.910 -4.877 0.25
H -12.918 -7.088 -6.087 0.34
C -8.683 -0.533 -9.155 -0.64
O -7.729 -0.564 -8.165 -0.61
H -8.327 -0.570 -10.198 0.30
H -9.029 0.462 -9.112 0.50
H -9.465 -1.245 -9.046 0.20
H -7.139 -1.312 -8.206 0.30
C -13.239 -4.349 -10.089 -1.25
O -11.875 -4.050 -9.957 0.10
H -13.665 -4.337 -9.148 0.39
H -13.399 -5.375 -10.442 0.42
H -13.776 -3.637 -10.654 0.31
H -11.437 -4.568 -10.676 0.22
C -10.160 -6.833 -4.655 1.57
O -9.613 -7.991 -4.072 -0.63
H -9.412 -6.053 -4.929 -0.69
H -10.866 -6.313 -3.978 -0.40
H -10.499 -6.955 -5.680 -0.31
H -10.345 -8.566 -3.981 0.33
C -13.319 -1.108 -10.185 -0.91
O -12.145 -1.384 -9.509 -0.29
H -13.255 -1.393 -11.240 0.28
H -13.584 -0.062 -10.000 0.24
H -14.056 -1.722 -9.721 0.36
H -12.068 -2.300 -9.604 0.18
C -7.569 -5.583 -6.601 -0.49
O -6.420 -6.105 -7.291 -0.58
H -8.503 -5.966 -7.034 0.02
H -7.485 -4.519 -6.656 0.18
H -7.479 -5.710 -5.500 0.46
H -5.630 -6.144 -6.729 0.32

***

Stability ranking, top and bottom: <a> is the most stable and <b> is the least stable.